1.
{"formula": "C25H48IrOP4", "method": "ωB97M-V/def2-TZVPD", "charge": 4, "multiplicity": 6, "de_lowest_kcal_mol": 76.5, "homo_lumo_gap_ha": [0.2208, 0.1220], "energy_ev": -68698.803, "species": ["Ir", "P", "P", "P", "H", "C", "C", "H", "C", "C", "C", "C", "C", "C", "C", "C", "C", "H", "H", "H", "H", "H", "H", "H", "H", "H", "H", "H", "H", "H", "H", "H", "H", "H", "H", "H", "H", "H", "H", "H", "H", "H", "H", "H", "H", "H", "C", "C", "C", "C", "C", "C", "O", "H", "H", "H", "H", "H", "H", "C", "P", "C", "C", "C", "C", "C", "C", "C", "H", "H", "H", "H", "H", "H", "H", "H", "H", "H", "H"], "xyz": [[-0.252, 0.110, -0.099], [-0.229, -2.179, -0.211], [-1.075, 1.006, -2.586], [-2.596, -0.107, 0.623], [1.522, 0.008, 4.460], [0.708, -0.637, 4.768], [0.669, -1.928, 4.390], [1.467, -2.368, 3.775], [1.353, -3.114, -0.037], [-0.929, -2.835, -1.777], [-1.084, -3.161, 1.097], [-0.971, 2.810, -2.779], [0.041, 0.336, -3.869], [-2.769, 0.529, -2.979], [-2.549, -0.520, 2.425], [-3.893, -1.285, 0.022], [-3.438, 1.525, 0.618], [0.032, -0.253, 5.539], [-0.113, -2.611, 4.769], [1.661, -3.139, 1.019], [2.162, -2.712, -0.659], [1.168, -4.152, -0.351], [-0.252, -2.641, -2.616], [-1.919, -2.412, -1.977], [-1.031, -3.923, -1.683], [-0.562, -3.020, 2.053], [-1.003, -4.224, 0.824], [-2.145, -2.922, 1.205], [-1.566, 3.302, -2.000], [-1.336, 3.153, -3.766], [0.093, 3.110, -2.703], [-0.168, 0.852, -4.819], [-0.125, -0.737, -4.031], [1.089, 0.514, -3.603], [-3.019, 0.945, -3.970], [-3.470, 0.948, -2.247], [-2.889, -0.559, -3.055], [-3.338, 0.041, 2.943], [-1.577, -0.244, 2.853], [-2.700, -1.589, 2.611], [-4.702, -1.342, 0.764], [-3.504, -2.295, -0.134], [-4.312, -0.927, -0.924], [-4.532, 1.406, 0.643], [-3.160, 2.097, -0.274], [-3.122, 2.099, 1.496], [-0.306, 2.040, 2.217], [-0.245, 3.106, 1.295], [-0.971, 4.255, 1.557], [-1.665, 4.366, 2.760], [-1.531, 3.410, 3.757], [-0.797, 2.259, 3.528], [0.076, 0.821, 1.871], [0.257, 0.838, -1.530], [0.136, 2.905, 0.284], [-1.059, 4.985, 0.757], [-2.284, 5.230, 2.948], [-2.001, 3.521, 4.722], [-0.660, 1.437, 4.243], [2.671, -0.496, 1.349], [2.063, 0.166, -0.230], [2.591, 1.897, -0.192], [3.176, -0.550, -1.524], [2.654, -1.390, -2.521], [3.490, -1.913, -3.513], [4.833, -1.527, -3.549], [5.366, -0.711, -2.551], [4.548, -0.260, -1.512], [3.364, 0.256, 1.747], [1.852, -0.633, 2.069], [3.186, -1.454, 1.204], [3.588, 1.947, 0.261], [2.609, 2.311, -1.208], [1.908, 2.490, 0.418], [1.592, -1.657, -2.516], [3.080, -2.626, -4.239], [5.462, -1.871, -4.375], [6.417, -0.434, -2.574], [4.965, 0.328, -0.704]], "forces_ev_per_a": [[-1.0, -0.1, -2.3], [-0.1, -1.9, 0.0], [0.7, 0.0, -0.5], [-0.7, -0.1, 1.6], [0.0, 0.1, 0.0], [0.0, -1.2, 0.2], [-0.3, 0.6, 0.4], [-0.4, 0.2, 0.2], [0.1, 0.2, -0.2], [0.1, -0.1, 0.3], [-0.2, 0.2, -0.1], [0.3, 0.2, 0.1], [-0.4, 0.0, -0.4], [-0.4, -0.3, 0.0], [0.2, 0.1, 0.0], [0.4, 0.2, -0.6], [0.1, 0.1, -0.3], [0.1, -0.1, -0.4], [0.6, 0.4, -0.2], [-0.1, 0.1, -0.4], [-0.1, -0.2, 0.3], [0.0, 0.3, 0.1], [-0.2, 0.0, 0.1], [0.2, 0.0, 0.0], [0.0, 0.2, 0.0], [-0.2, 0.1, -0.2], [0.0, 0.3, 0.0], [0.4, -0.1, 0.0], [0.2, 0.0, -0.1], [0.0, -0.4, 0.4], [-0.5, -0.1, 0.1], [0.1, -0.2, 0.2], [0.0, 0.2, 0.1], [-0.2, 0.1, 0.0], [0.2, 0.0, 0.3], [0.2, -0.1, -0.2], [0.1, 0.3, 0.2], [0.1, -0.2, -0.2], [-0.4, -0.2, -0.1], [-0.1, 0.3, -0.1], [0.3, 0.2, -0.1], [-0.1, 0.2, 0.0], [0.0, -0.1, 0.2], [0.3, 0.0, 0.0], [-0.2, 0.0, 0.2], [0.0, -0.1, -0.1], [1.4, -1.8, -0.5], [-1.4, 0.9, -0.9], [0.9, -0.9, -1.4], [-0.2, 0.8, 0.5], [0.6, -1.4, 0.7], [-0.5, 0.1, 0.5], [-0.6, 1.9, 0.8], [-0.5, -0.3, 0.6], [-0.1, 0.3, 0.5], [0.0, 0.2, 0.4], [-0.1, 0.1, 0.0], [-0.1, 0.3, 0.1], [-0.2, 0.6, -0.2], [0.4, -0.1, 0.3], [1.0, 0.1, 0.5], [0.4, 0.1, -0.2], [-4.1, 0.8, 1.8], [-0.2, -1.4, -1.7], [-3.4, -0.9, 0.4], [2.6, -0.7, -2.4], [0.7, 0.9, 1.2], [3.0, 0.8, 0.4], [0.0, -0.4, 0.1], [0.2, 0.1, -0.3], [0.0, 0.3, 0.1], [-0.1, 0.2, -0.2], [0.1, 0.0, 0.2], [0.4, -0.2, 0.0], [0.5, 0.1, 0.0], [0.3, 0.3, 0.2], [-0.2, 0.2, 0.3], [0.0, 0.0, 0.0], [0.2, -0.1, -0.1]], "lowdin_charge": [0.65, 0.68, 0.81, 0.75, 0.05, -0.08, -0.07, 0.05, -0.22, -0.22, -0.21, -0.20, -0.21, -0.20, -0.22, -0.20, -0.22, 0.07, 0.08, 0.06, 0.02, 0.09, 0.03, 0.03, 0.08, 0.05, 0.09, 0.02, 0.06, 0.10, 0.07, 0.09, 0.06, 0.04, 0.10, 0.05, 0.06, 0.08, 0.01, 0.05, 0.09, 0.04, 0.05, 0.09, 0.03, 0.04, -0.36, -0.02, 0.00, 0.03, 0.01, 0.06, -0.27, -0.08, 0.08, 0.14, 0.15, 0.14, 0.11, -0.20, 0.76, -0.21, -0.30, -0.04, 0.08, 0.05, 0.12, 0.04, 0.08, 0.02, 0.07, 0.07, 0.07, 0.02, 0.08, 0.16, 0.16, 0.17, 0.14]}

***

2.
{"formula": "C3H3FN2", "method": "ωB97M-V/def2-TZVPD", "multiplicity": 1, "de_lowest_kcal_mol": 156.4, "homo_lumo_gap_ha": [0.3158, 0.3158], "energy_ev": -8850.297, "species": ["C", "C", "C", "N", "N", "F", "H", "H", "H"], "xyz": [[1.827, 1.632, 0.072], [1.191, 0.612, 0.201], [-1.264, -0.936, -0.063], [-1.918, 0.054, 0.144], [0.694, -0.582, 0.367], [1.219, -1.516, -0.589], [2.412, 2.504, 0.125], [-1.245, -1.966, -0.349], [-2.916, 0.198, 0.092]], "forces_ev_per_a": [[-0.6, -0.3, 0.2], [0.8, 0.8, -0.7], [2.5, 2.7, 1.2], [0.3, -0.4, 0.0], [-3.8, -2.5, 0.0], [0.5, 0.2, -0.2], [0.2, 0.4, -0.1], [0.2, -0.5, -0.1], [-0.2, -0.3, -0.2]], "lowdin_charge": [0.12, -0.27, 0.01, 0.14, -0.04, -0.14, 0.01, 0.10, 0.09]}

***

3.
{"formula": "C10H22N4", "method": "ωB97M-V/def2-TZVPD", "multiplicity": 1, "de_lowest_kcal_mol": 73.8, "homo_lumo_gap_ha": 0.3171, "energy_ev": -16682.195, "species": ["C", "C", "C", "C", "C", "C", "C", "C", "C", "C", "H", "H", "H", "H", "H", "H", "H", "H", "H", "H", "H", "H", "H", "H", "H", "H", "H", "H", "H", "H", "H", "H", "N", "N", "N", "N"], "xyz": [[-2.568, -0.855, -0.387], [-1.694, -1.635, 0.609], [0.295, -2.250, -0.558], [1.810, -1.854, -0.765], [2.554, 0.344, -0.171], [1.873, 1.720, 0.059], [-0.575, 2.358, -0.353], [-1.721, 1.509, -1.064], [0.124, 0.866, 1.493], [0.442, -0.628, 1.514], [-2.262, -0.934, -1.470], [-3.634, -0.972, -0.402], [-2.048, -1.271, 1.681], [-1.956, -2.732, 0.523], [-0.413, -2.092, -1.519], [0.108, -3.457, -0.422], [2.368, -2.547, -1.381], [2.093, -2.088, 0.340], [0.952, 0.017, -1.176], [3.596, 0.569, -0.462], [2.832, -0.071, 0.845], [2.061, 2.326, -0.993], [2.414, 2.417, 0.822], [-0.962, 3.295, 0.329], [-0.235, 2.933, -1.249], [-2.581, 2.235, -1.327], [-1.240, 0.882, -1.870], [-3.457, 0.955, 0.199], [0.798, 1.201, 2.367], [-0.905, 0.947, 1.737], [0.128, -0.959, 2.456], [1.449, -0.828, 1.649], [-0.295, -1.394, 0.526], [1.918, -0.430, -1.114], [0.527, 1.657, 0.343], [-2.487, 0.556, -0.173]], "forces_ev_per_a": [[1.0, 1.3, -1.8], [-1.9, 0.0, 2.4], [-1.4, -0.7, -1.5], [-2.2, -0.6, 2.6], [3.8, 2.6, 2.8], [2.8, 2.8, -2.5], [-0.2, 2.0, 0.1], [-1.5, -0.3, 2.3], [3.1, 0.4, 1.2], [-2.6, 0.1, -1.0], [0.0, -0.9, 0.9], [-0.5, -1.6, 0.4], [0.5, -0.8, -2.0], [0.4, 0.8, 0.2], [1.8, 0.0, 1.7], [0.8, 2.7, 0.3], [0.0, 0.1, -0.4], [0.6, 0.7, -1.8], [1.2, -1.3, -0.1], [-0.1, 0.3, -0.4], [-0.9, -0.2, -0.9], [-0.8, -1.4, 2.4], [-0.3, -1.5, -0.9], [0.3, -2.5, -1.3], [0.6, -0.5, 0.7], [2.0, -0.7, -0.6], [-0.7, 0.9, 0.4], [3.2, -0.9, -1.4], [-1.1, 0.1, -0.6], [-0.8, 0.6, 0.0], [-1.1, -0.4, 1.9], [1.8, -0.5, -0.9], [1.1, -1.7, -2.4], [-2.8, -1.2, -0.7], [-4.3, -0.9, -0.6], [-1.7, 3.2, 1.6]], "lowdin_charge": [-0.26, -0.22, -0.17, -0.19, -0.32, -0.23, -0.18, -0.17, -0.15, -0.19, 0.11, 0.10, 0.15, 0.12, 0.13, 0.14, 0.10, 0.13, 0.12, 0.11, 0.11, 0.16, 0.14, 0.15, 0.10, 0.12, 0.12, 0.16, 0.14, 0.09, 0.10, 0.06, -0.17, -0.05, -0.21, -0.14]}